{"formula": "C3H8N2O", "method": "the ωB97M-V functional and the def2-TZVPD basis", "species": ["C", "N", "C", "O", "N", "C", "H", "H", "H", "H", "H", "H", "H", "H"], "xyz": [[-2.18, 0.60, 0.11], [-0.81, 0.28, 0.45], [-0.15, -0.70, -0.23], [-0.64, -1.34, -1.15], [1.17, -0.90, 0.24], [2.10, 0.20, -0.07], [-2.39, 1.65, 0.33], [-2.91, -0.03, 0.64], [-2.30, 0.43, -0.96], [-0.51, 0.44, 1.40], [1.50, -1.77, -0.16], [3.04, 0.03, 0.46], [2.30, 0.28, -1.15], [1.67, 1.14, 0.27]], "nbo_charge": [-0.416, -0.638, 0.779, -0.636, -0.664, -0.412, 0.197, 0.189, 0.232, 0.396, 0.382, 0.202, 0.183, 0.204], "e_lumo_ev": 0.95, "smiles": "CNC(=O)NC", "energy_ha": -303.874718, "relative_energy_kcal_mol": 10.93, "fmax_ev_per_a": 0.430, "molar_mass_g_mol": 88.110}